<i>
Molecular formula: C24H26N4O4
Method: DFT, ωB97M-V/def2-TZVPD

Output
- Lowest unoccupied orbital energy: -1.39 eV
- Orbital gap: 6.77 eV

CARTESIAN COORDINATES (ANGSTROEM)
C (2.2649, 3.0262, 3.9824)
H (0.1544, -3.4850, -0.1215)
H (2.5256, 1.2175, -0.7788)
H (1.2424, -1.0746, 0.6632)
H (-0.9672, -2.0325, 1.2404)
C (1.6864, -2.7137, -3.0781)
H (0.9632, 5.1963, -0.4812)
H (2.4145, 3.9215, 3.3838)
N (0.3515, 2.2459, 2.6337)
C (1.3677, -0.1769, 1.2658)
H (-1.6873, -0.4961, -4.2158)
H (1.2602, 0.1339, -1.3871)
C (2.8643, 4.3834, 0.0243)
C (-2.0438, -2.1512, 1.2182)
C (-2.0301, -1.7675, -1.2557)
H (-4.6453, -2.7021, 3.3388)
C (-2.7279, -2.3900, 2.4148)
H (1.0182, 1.8762, -1.4682)
H (-2.1774, -2.4694, 3.3479)
C (-0.4845, -1.6917, -2.9258)
H (-0.6252, 1.9898, 2.6195)
N (2.3860, -2.0422, -5.1847)
C (-2.5430, -1.0231, -2.3009)
C (0.5396, 3.5718, 0.5634)
O (0.1323, 2.4424, 4.8305)
C (0.7938, 1.0367, 0.5178)
C (1.1235, -1.5283, -4.9298)
H (2.1048, 2.4159, 1.4799)
H (2.9423, 2.2353, 3.6676)
H (2.2765, -3.9021, -1.3622)
H (3.2638, 5.2221, -0.5492)
H (2.4472, 3.2607, 5.0301)
C (-4.1373, -2.1521, 0.0224)
N (1.4022, 4.4248, 0.0000)
C (1.4493, 1.0743, -0.8689)
C (-2.7384, -2.0328, 0.0055)
H (3.6573, -3.2625, -4.0083)
C (2.7161, -2.7311, -4.1121)
O (0.4768, -0.8337, -5.7029)
C (-4.8265, -2.3951, 1.2093)
H (-0.2788, 0.8879, 0.3857)
H (-6.5305, -2.6646, 2.0750)
C (-0.6914, -2.2176, -1.6580)
H (3.2243, 3.4560, -0.4231)
H (-3.5191, -0.5463, -2.3131)
N (-1.5924, -0.9700, -3.3163)
C (1.0334, 2.3309, 1.3274)
H (3.2285, 4.4620, 1.0502)
O (-6.1870, -2.5112, 1.1817)
C (1.5070, -3.2731, -1.8004)
H (0.8430, -0.3225, 2.2101)
O (-0.6610, 3.7832, 0.4530)
C (0.8325, 2.5522, 3.8370)
H (-4.7092, -2.0714, -0.8952)
C (0.3095, -3.0310, -1.0942)
C (-4.1206, -2.5159, 2.4083)
C (0.6913, -1.9399, -3.6194)
H (2.4296, -0.0298, 1.4632)

=====

<ii>
Molecular formula: C24H26N4O4
Method: DFT, ωB97M-V/def2-TZVPD

Output
- Lowest unoccupied orbital energy: 0.40 eV
- Orbital gap: 8.24 eV

CARTESIAN COORDINATES (ANGSTROEM)
C (-0.0412, -3.9736, 1.7097)
H (0.0809, -1.8212, -1.9517)
C (2.2050, -1.0286, 3.8010)
C (-0.7463, -0.0455, 0.8262)
H (2.1599, -3.1590, 3.9235)
H (-2.3783, 3.8383, -1.4782)
C (-0.1523, -0.3226, -3.6696)
C (-1.3638, 1.5654, -4.8211)
C (2.7936, 0.1367, 4.2888)
H (0.1284, 2.7236, -2.7871)
H (-0.8037, 4.0329, -3.5118)
C (-2.4090, -0.8047, -0.7746)
H (-4.5492, -2.0485, -1.8675)
H (2.4856, 1.1028, 3.9105)
C (-1.0672, 2.5415, -0.3929)
H (-1.1839, 2.9922, 0.6042)
H (-0.2246, 0.7695, 1.3059)
C (4.8721, 2.2793, 6.1596)
H (0.1482, -5.0141, 1.9437)
H (-2.1441, 0.9011, -5.1957)
H (4.9549, -1.2073, 6.5217)
H (0.1242, 0.2728, -5.6759)
H (-4.6179, -0.8042, -3.1413)
H (-0.7629, 4.4982, -1.1826)
C (-0.8718, 3.1543, -2.8649)
C (3.5998, -2.3145, 5.2759)
H (3.9106, -3.2755, 5.6585)
N (0.7317, -0.1927, -2.6559)
H (0.7812, 1.4225, -4.5040)
C (2.6166, -2.2620, 4.3038)
C (4.1879, -1.1628, 5.7634)
H (-1.2184, 2.3654, -5.5510)
H (-2.7948, 2.6450, -3.6549)
O (0.8227, -1.2271, -1.7134)
C (0.4966, -1.8089, 2.1503)
C (4.3711, 1.2685, 5.7495)
N (-0.9378, -3.7241, 0.8016)
O (-3.3140, -0.3882, -1.6858)
C (-1.1676, -2.4202, 0.5228)
C (-0.4644, -1.3804, 1.1784)
C (-1.8367, 2.1472, -3.4897)
C (3.7815, 0.0750, 5.2653)
C (-0.0601, 0.7628, -4.7169)
H (1.0374, 0.0790, 2.5778)
C (-1.6838, 0.2470, -0.1289)
C (-2.1358, -2.1080, -0.4513)
H (-0.0438, 2.1521, -0.4825)
C (-1.3145, 3.6002, -1.4685)
H (-2.6354, -2.9349, -0.9266)
C (-3.9576, -1.3606, -2.4784)
H (5.3116, 3.1606, 6.5210)
H (-2.0189, 1.3320, -2.7936)
N (0.6839, -3.0940, 2.3981)
O (-2.0020, 1.4969, -0.5570)
O (-0.9557, -1.2373, -3.6659)
H (-3.2272, -1.9182, -3.0706)
N (1.2242, -0.8810, 2.8283)
H (1.5748, 0.3569, -2.6799)

=====

We find <i> to be the most stable, with the next structure 78.2 kcal/mol higher.